Entry 1:
Density functional theory data (ωB97M-V/def2-TZVPD) for a gas-phase ion, C3H8NO2 (charge -1) at a distorted geometry.

Highest occupied orbital energy: -2.49 eV
Energy: -324.2663 Eh
Charge: -1
F_max: 0.0882 Eh/bohr

XYZ file:
```
14
C3H8NO2 ωB97M-V/def2-TZVPD
O 1.256 -1.053 -1.011
C 0.041 -0.796 -1.731
N -1.055 -0.564 -0.775
C -0.696 0.597 0.069
C 0.443 0.389 1.046
O -0.138 1.284 2.179
H 0.374 0.066 -2.494
H -0.467 -1.578 -2.386
H -1.118 -1.400 -0.162
H -1.561 0.986 0.554
H -0.267 1.428 -0.514
H 1.375 0.626 0.584
H 0.643 -0.659 1.511
H 0.731 1.486 2.682
```


Entry 2:
Density functional theory data (ωB97M-V/def2-TZVPD) for 2 unconnected molecules or ions with the total composition C3H11N2 at a distorted geometry.

Highest occupied orbital energy: -13.06 eV
Energy: -229.9273 Eh
Charge: +1
F_max: 0.1164 Eh/bohr

XYZ file:
```
16
C3H11N2 ωB97M-V/def2-TZVPD
C -2.059 0.031 0.649
C 0.863 -0.690 -0.110
C 2.195 -0.162 0.492
N 2.754 0.602 -0.630
N -2.845 0.686 -0.503
H -2.509 -0.878 1.121
H -1.674 0.744 1.344
H 0.571 -1.550 0.495
H 0.834 -0.786 -1.164
H 2.895 -0.993 0.730
H 2.173 0.490 1.406
H 2.286 0.009 -1.371
H 2.014 1.317 -0.761
H -2.615 0.336 -1.365
H -3.742 1.115 -0.460
H -1.142 -0.273 0.129
```


Entry 3:
Density functional theory data (ωB97M-V/def2-TZVPD) for a single C2HFN2O2 molecule at a distorted geometry.

Highest occupied orbital energy: -12.43 eV
Energy: -436.5106 Eh
F_max: 0.0816 Eh/bohr

XYZ file:
```
8
C2HFN2O2 ωB97M-V/def2-TZVPD
N 1.419 -0.030 2.116
C 0.654 0.079 1.302
C -0.384 -0.105 0.257
F -1.576 0.557 0.571
N 0.033 0.249 -1.132
O 0.685 -0.613 -1.686
O -0.444 1.221 -1.590
H -0.388 -1.359 0.163
```


Entry 4:
Density functional theory data (ωB97M-V/def2-TZVPD) for 2 unconnected molecules or ions with the total composition C4H5NO2.

Highest occupied orbital energy: -8.30 eV
Energy: -360.4248 Eh
F_max: 0.0095 Eh/bohr

XYZ file:
```
12
C4H5NO2 ωB97M-V/def2-TZVPD
O 0.904 0.012 2.201
C 1.040 0.195 0.931
C 0.161 -0.353 -0.020
N -0.609 -1.364 0.444
O -1.391 -1.650 -0.574
C -1.101 -0.785 -1.624
C -0.093 0.095 -1.359
H 0.092 -0.520 2.349
H 0.497 2.458 0.049
H 1.907 0.794 0.663
H -1.745 -0.960 -2.476
H 0.337 2.076 -0.582
```


Entry 5:
Density functional theory data (ωB97M-V/def2-TZVPD) for a molecular structure, C16H27BiN2 at a distorted geometry.

Highest occupied orbital energy: -15.12 eV
Energy: -949.3019 Eh
Charge: +2
F_max: 0.1137 Eh/bohr

XYZ file:
```
46
C16H27BiN2 ωB97M-V/def2-TZVPD
C 1.678 2.266 -0.412
H 2.541 2.804 0.002
H 1.975 1.817 -1.370
H 1.592 1.396 0.443
C 0.496 3.240 -0.529
H -0.476 2.725 -0.726
H 0.370 3.803 0.404
C 0.712 4.220 -1.683
H -0.188 4.809 -1.876
H 1.519 4.920 -1.453
H 0.971 3.694 -2.607
C -0.864 -1.927 0.110
C -1.558 -1.183 -0.914
C -0.590 -0.845 -1.938
C 0.708 -1.305 -1.483
C 0.525 -1.981 -0.229
C 1.542 -2.867 0.404
C 1.930 -1.385 -2.338
C -0.880 -0.269 -3.284
C -3.013 -0.854 -0.923
C -1.525 -2.653 1.233
Bi -0.094 0.652 0.066
H 2.816 -1.683 -1.761
H 1.800 -2.149 -3.124
H 2.155 -0.436 -2.847
H 2.559 -2.525 0.187
H 1.430 -2.933 1.492
H 1.454 -3.891 0.010
H -2.311 -2.045 1.710
H -2.008 -3.583 0.879
H -0.807 -2.946 2.015
H -3.223 0.033 -1.532
H -3.598 -1.684 -1.344
H -3.400 -0.665 0.089
H -0.081 0.401 -3.638
H -0.971 -1.071 -4.034
H -1.825 0.289 -3.297
N 0.490 -0.423 3.209
C 0.091 -0.280 4.495
C -0.610 0.923 4.550
C -0.611 1.454 3.258
N 0.092 0.625 2.430
H 1.014 -1.191 2.795
H 0.319 -1.016 5.249
H -1.070 1.360 5.420
H -1.073 2.355 2.892
```


Entry 6:
Density functional theory data (ωB97M-V/def2-TZVPD) for a single C5H13N molecule at a distorted geometry.

Highest occupied orbital energy: -7.61 eV
Energy: -253.0126 Eh
F_max: 0.0445 Eh/bohr

XYZ file:
```
19
C5H13N ωB97M-V/def2-TZVPD
C -1.680 -0.467 0.856
C -0.263 0.091 0.760
C 0.809 -0.445 1.718
N 0.169 0.132 -0.640
C -0.429 1.160 -1.461
C 1.359 -0.430 -1.201
H -1.725 -1.284 0.142
H -2.485 0.215 0.594
H -1.825 -0.804 1.885
H -0.290 1.167 1.035
H 0.768 0.054 2.675
H 0.713 -1.531 1.855
H 1.739 -0.406 1.153
H 0.185 2.073 -1.354
H -1.434 1.489 -1.183
H -0.558 0.819 -2.488
H 2.246 0.228 -1.120
H 1.229 -0.579 -2.275
H 1.621 -1.393 -0.763
```


Entry 7:
Density functional theory data (ωB97M-V/def2-TZVPD) for a gas-phase ion, C16H30BrF2N3O2P (charge +1) at a distorted geometry.

Highest occupied orbital energy: -12.20 eV
Energy: -4057.1348 Eh
Charge: +1
F_max: 0.0887 Eh/bohr

XYZ file:
```
55
C16H30BrF2N3O2P ωB97M-V/def2-TZVPD
C 0.616 -4.441 0.022
C 1.456 -3.486 0.848
C 0.704 -2.238 1.307
F -0.593 -2.196 0.854
C 1.431 -0.931 1.018
C 1.002 0.188 1.975
C 1.377 1.561 1.458
C 0.929 2.613 2.500
C 2.079 3.062 3.405
F 3.126 2.188 3.316
N 0.705 1.869 0.137
P 1.489 3.349 -0.622
N 2.877 3.060 -1.202
C 0.668 0.756 -0.874
C -0.770 0.561 -1.340
C -1.795 0.225 -0.251
C -2.784 -0.881 -0.657
C -4.108 -0.294 -1.109
O -4.029 0.314 -2.374
C -4.007 -0.615 -3.438
C 1.426 -0.526 -0.459
Br 3.332 -0.286 -0.966
O 0.879 -1.595 -1.248
C 1.218 -1.639 -2.497
N 1.277 -1.562 -3.683
H 1.182 -5.326 -0.226
H 0.281 -3.987 -0.900
H -0.259 -4.766 0.570
H 1.784 -4.021 1.729
H 2.363 -3.235 0.315
H 0.647 -2.281 2.391
H 2.454 -1.153 1.268
H 1.597 0.062 2.869
H -0.037 0.119 2.268
H 2.446 1.594 1.297
H 0.415 3.452 2.052
H 0.189 2.131 3.122
H 1.740 3.062 4.431
H 2.382 4.077 3.176
H -0.249 2.162 0.360
H 0.522 3.729 -1.562
H 1.490 4.321 0.390
H 3.620 3.587 -0.764
H 1.182 1.118 -1.758
H -0.799 -0.119 -2.175
H -1.047 1.527 -1.756
H -2.396 1.112 -0.078
H -1.355 -0.029 0.702
H -2.369 -1.538 -1.407
H -3.006 -1.450 0.236
H -4.446 0.444 -0.394
H -4.857 -1.084 -1.092
H -3.006 -1.006 -3.608
H -4.319 -0.097 -4.330
H -4.653 -1.465 -3.246
```


Entry 8:
Density functional theory data (ωB97M-V/def2-TZVPD) for a single C5H8O molecule at a distorted geometry.

Highest occupied orbital energy: -9.53 eV
Energy: -270.4577 Eh
F_max: 0.0573 Eh/bohr

XYZ file:
```
14
C5H8O ωB97M-V/def2-TZVPD
C 1.198 -0.540 2.060
C 0.349 0.068 1.254
C 0.537 0.023 -0.253
C -0.796 -0.565 -0.856
C -0.870 0.813 -1.617
O 0.282 1.333 -0.974
H 2.079 -0.980 1.630
H 0.997 -0.712 3.148
H -0.583 0.601 1.636
H 1.490 -0.400 -0.436
H -1.570 -0.487 0.027
H -0.864 -1.543 -1.415
H -0.614 0.796 -2.675
H -1.635 1.593 -1.528
```


Entry 9:
Density functional theory data (ωB97M-V/def2-TZVPD) for 2 unconnected molecules or ions with the total composition C2H2ClO2 at a distorted geometry.

Highest occupied orbital energy: -14.63 eV
Energy: -687.6899 Eh
Charge: +1
F_max: 0.0751 Eh/bohr

XYZ file:
```
7
C2H2ClO2 ωB97M-V/def2-TZVPD
C -1.706 0.248 -0.022
C 2.212 -0.551 -0.097
O -0.552 0.657 0.099
O 2.472 -1.635 -0.254
Cl 2.036 0.923 0.077
H -1.927 -0.693 0.444
H -2.535 1.051 -0.247
```


Entry 10:
Density functional theory data (ωB97M-V/def2-TZVPD) for a molecular structure, C27H43ClN4PReSi.

Highest occupied orbital energy (spin up / spin down): -10.97 / -10.80 eV
Energy: -2442.6830 Eh
Charge: +1
Multiplicity: 2
<S²>: 0.935
F_max: 0.0160 Eh/bohr

XYZ file:
```
78
C27H43ClN4PReSi ωB97M-V/def2-TZVPD
Re -0.508 -0.961 0.433
C 1.533 0.309 -4.348
C 2.278 -0.027 -3.089
C 3.663 0.048 -3.024
C 4.354 -0.255 -1.856
C 5.849 -0.142 -1.794
C 3.645 -0.663 -0.736
C 2.253 -0.769 -0.774
C 1.590 -0.431 -1.959
N 1.444 -1.142 0.317
C 1.925 -1.829 1.564
C 0.889 -1.404 2.620
C 1.836 -3.333 1.276
C 3.304 -1.502 2.134
H 2.213 0.608 -5.143
H 0.831 1.129 -4.184
H 0.960 -0.550 -4.698
H 4.219 0.359 -3.900
H 6.232 0.471 -2.608
H 6.317 -1.124 -1.869
H 6.166 0.307 -0.853
H 4.201 -0.856 0.161
H 0.510 -0.502 -2.001
H -0.199 -1.586 2.353
H 1.005 -0.355 2.883
H 0.986 -1.997 3.530
H 0.810 -3.637 1.067
H 2.199 -3.898 2.134
H 2.445 -3.588 0.409
H 3.504 -0.434 2.162
H 4.104 -2.011 1.605
H 3.320 -1.875 3.160
C -0.535 1.778 2.356
Si -0.165 1.547 0.507
C -1.308 2.630 -0.504
C 1.585 2.141 0.202
C 2.555 2.074 1.204
C 3.840 2.552 1.004
C 4.185 3.107 -0.219
C 3.241 3.184 -1.229
C 1.956 2.712 -1.015
H -0.902 2.800 2.479
H 0.349 1.683 2.980
H -1.292 1.112 2.763
H -0.968 3.659 -0.378
H -2.344 2.589 -0.179
H -1.280 2.405 -1.570
H 2.313 1.658 2.172
H 4.567 2.504 1.803
H 5.184 3.489 -0.380
H 3.503 3.619 -2.183
H 1.236 2.792 -1.819
Cl 0.041 -3.083 -2.186
C -1.104 -2.245 -1.114
H -1.465 -3.019 -0.403
H -1.946 -1.946 -1.736
C -5.771 -0.679 1.853
N -5.429 -1.676 0.844
C -5.813 -1.158 -0.468
N -5.215 0.136 -0.788
C -5.541 1.081 0.277
N -5.162 0.626 1.612
C -3.721 0.581 1.788
P -2.931 -0.577 0.575
C -4.025 -2.040 0.904
C -3.771 0.015 -0.962
H -5.472 -1.041 2.839
H -6.856 -0.552 1.846
H -6.899 -1.045 -0.474
H -5.536 -1.884 -1.235
H -6.622 1.237 0.276
H -5.054 2.037 0.073
H -3.489 0.235 2.801
H -3.297 1.581 1.677
H -3.790 -2.436 1.896
H -3.809 -2.826 0.175
H -3.569 -0.689 -1.772
H -3.353 0.975 -1.264
```


Entry 11:
Density functional theory data (ωB97M-V/def2-TZVPD) for a molecular structure, C5H9ClOS at a distorted geometry.

Highest occupied orbital energy: -9.06 eV
Energy: -1129.3944 Eh
F_max: 0.1315 Eh/bohr

XYZ file:
```
17
C5H9ClOS ωB97M-V/def2-TZVPD
C 0.535 -1.596 -0.910
C 0.518 -0.102 -1.014
C 0.081 0.702 0.309
C -1.342 0.302 0.662
C 1.030 0.458 1.422
H 1.630 -1.931 -0.269
H 0.525 -2.007 -2.038
H -0.455 -1.961 -0.304
H 1.575 0.061 -1.203
H -2.140 0.440 -0.174
H -1.823 0.982 1.437
H -1.476 -0.694 1.033
H -0.989 2.267 -0.419
H 1.767 1.380 1.524
O 0.240 2.108 -0.098
S 0.854 -0.833 2.390
Cl -0.527 0.423 -2.347
```


Entry 12:
Density functional theory data (ωB97M-V/def2-TZVPD) for a single H5IP4 molecule at a distorted geometry.

Highest occupied orbital energy (spin up / spin down): -7.54 / -7.87 eV
Energy: -1665.9677 Eh
F_max: 0.0802 Eh/bohr

XYZ file:
```
10
H5IP4 ωB97M-V/def2-TZVPD
P 2.729 1.326 0.814
P 2.131 -0.470 -0.228
P 0.075 -0.854 -0.108
P -2.049 -0.316 -0.258
I -4.444 1.110 0.224
H 3.996 1.198 0.395
H 2.122 2.064 -0.074
H 0.197 -1.927 -1.068
H -2.135 -0.658 1.008
H -2.621 -1.473 -0.705
```